Entry 1:
ORCA calculation (ωB97M-V with the def2-TZVPD basis set) on 21 unconnected molecules or ions with the total composition C77H133N21O14 in a non-equilibrium geometry.

Values from the calculation:
Orbital gap: 9.33 eV

CARTESIAN COORDINATES (ANGSTROEM)
C  15.43337  15.73389  16.00006
C  16.60942  15.02782  16.49943
O  17.39433  14.52066  15.71574
N  16.69266  14.93918  17.83287
C  17.94714  14.69187  18.47413
H  14.47742  15.35348  16.37540
H  15.36835  15.69193  14.92045
H  15.57874  16.77390  16.38374
H  15.88906  15.36228  18.33812
H  18.72807  15.02012  17.75297
H  18.15700  13.60915  18.58070
H  18.07672  15.20196  19.41784
C  22.31825  14.05056  21.55000
C  21.85790  13.10105  20.42844
O  22.50822  12.74039  19.47955
N  20.55228  12.60328  20.59294
C  20.08924  11.50472  19.79297
H  22.94278  14.82417  21.12900
H  22.88371  13.47494  22.31941
H  21.45070  14.51916  22.08204
H  20.01312  12.91150  21.39474
H  20.89793  10.93030  19.40806
H  19.54566  11.78311  18.89744
H  19.39959  10.87103  20.31583
C  25.50689  16.28554  12.44174
C  26.05093  16.14449  13.93772
O  25.94816  17.10522  14.68081
N  26.59020  14.93414  14.21439
C  27.22846  14.53458  15.46863
H  26.40652  16.65097  11.94534
H  24.72271  17.03949  12.40168
H  25.13761  15.31082  11.99206
H  26.70499  14.33013  13.41570
H  28.12460  15.12238  15.61242
H  27.47759  13.47626  15.39309
H  26.56513  14.64588  16.36645
C  15.25071  27.11014  15.35268
C  16.51923  27.21536  14.49650
O  16.58949  28.05513  13.58427
N  17.54751  26.42531  14.85425
C  18.95869  26.78656  14.47958
H  15.17886  26.21951  15.96455
H  14.39200  27.21800  14.79069
H  15.31517  27.89874  16.10177
H  17.49724  25.71380  15.58688
H  19.46906  27.42187  15.24946
H  18.95816  27.15789  13.45602
H  19.49059  25.81742  14.61704
C  15.31683  23.54300  18.89741
C  16.61424  24.16631  18.31803
O  16.76999  24.45687  17.14152
N  17.65156  24.33852  19.21862
C  18.81746  25.21302  18.84856
H  15.21313  23.82044  19.95859
H  15.30476  22.46427  18.67531
H  14.45016  23.95903  18.38357
H  17.57766  24.09203  20.20498
H  19.58849  25.03226  19.67527
H  18.54943  26.27534  18.85653
H  19.15924  24.90917  17.87973
C  23.14560  19.46529  15.93095
C  23.97557  19.17692  17.16794
O  23.49975  19.20912  18.33783
N  25.23590  18.88915  16.85692
C  26.11775  18.29245  17.88195
H  22.09021  19.48322  16.12942
H  23.30250  18.69971  15.19694
H  23.45648  20.43657  15.51928
H  25.41050  18.56885  15.88849
H  26.98926  18.10783  17.23764
H  25.73854  17.40199  18.27338
H  26.32351  19.06091  18.68520
C  15.09514  23.78048  13.88189
C  14.21853  23.81245  12.65629
O  13.72329  22.77549  12.20449
N  14.04566  25.05760  12.15485
C  13.30711  25.32823  10.94136
H  15.86389  23.04287  13.74160
H  14.61142  23.37613  14.75800
H  15.54741  24.74864  14.10934
H  14.63871  25.78002  12.52774
H  12.57827  24.57597  10.69749
H  13.98295  25.44607  10.04267
H  12.70677  26.24397  10.96123
C  13.83486  18.87432  14.05686
C  12.53885  18.17197  13.67447
O  12.33189  17.01804  13.92807
N  11.64706  19.01698  13.02716
C  10.25524  18.80875  12.73036
H  14.58671  18.16218  14.34869
H  13.64394  19.42001  14.94129
H  14.09360  19.54868  13.29786
H  12.02010  19.96231  13.00592
H  9.65664  19.59705  13.11803
H  9.95143  17.90971  13.21126
H  10.07856  18.60949  11.61473
C  19.40698  14.14252  11.32072
C  20.49622  14.93084  10.68804
O  20.48013  16.13142  10.52176
N  21.55298  14.19693  10.28083
C  22.70191  14.77704  9.66100
H  19.66814  13.07518  11.37408
H  18.47904  14.30614  10.78998
H  19.22716  14.40439  12.36338
H  21.37388  13.20308  10.24031
H  22.43159  15.22379  8.73039
H  23.45762  13.96941  9.51794
H  23.17662  15.49954  10.32667
C  20.82609  19.25289  12.09927
C  19.66351  18.78942  12.92528
O  19.16843  19.60824  13.67719
N  19.26439  17.55648  12.71865
C  18.15432  16.89625  13.42972
H  21.79399  19.08212  12.57072
H  20.68011  20.32509  11.94525
H  20.85568  18.73051  11.15718
H  19.55651  17.06865  11.86256
H  17.56124  17.69983  13.87078
H  18.52322  16.28850  14.25282
H  17.50011  16.34258  12.73430
C  18.54005  18.55909  17.16106
C  17.44016  19.56965  17.01305
O  16.78051  19.79455  18.03466
N  17.32846  20.16405  15.83051
C  16.35166  21.25446  15.58946
H  19.46528  18.97743  17.60075
H  18.86826  18.02945  16.24280
H  18.13695  17.76346  17.74106
H  17.83252  19.80633  15.01778
H  16.39902  21.97523  16.40021
H  15.31335  21.01679  15.49449
H  16.68638  21.65823  14.63897
C  13.74021  19.73500  18.74881
C  12.90631  18.97081  17.75270
O  12.16554  19.54756  16.96776
N  13.08037  17.66710  17.77855
C  12.25259  16.79916  17.03975
H  13.51470  20.76779  18.58953
H  14.82307  19.59521  18.48527
H  13.56217  19.50999  19.79810
H  13.74153  17.32918  18.45531
H  11.18996  17.11280  17.05177
H  12.27540  15.86683  17.53781
H  12.54043  16.60672  16.00337
C  16.75419  17.49752  20.85389
C  15.35507  17.15080  20.81720
O  14.85947  16.51181  19.92166
N  14.55382  17.73720  21.76102
C  13.15347  17.35584  21.84419
H  17.37956  16.68101  20.50354
H  17.12760  17.81786  21.79831
H  16.86614  18.32834  20.17818
H  14.97795  18.27831  22.50056
H  12.85500  17.40399  22.90026
H  12.98913  16.31069  21.45089
H  12.53261  18.04001  21.31295
C  22.44073  18.66986  22.74190
C  21.55557  17.97432  21.72943
O  20.46747  17.46891  22.04673
N  22.02208  17.78330  20.50479
C  21.17236  17.15737  19.45500
H  21.77722  18.77538  23.60238
H  22.87298  19.63107  22.40211
H  23.30300  18.04596  23.00691
H  22.87270  18.28270  20.24541
H  21.41662  16.11752  19.36936
H  21.49105  17.63702  18.55133
H  20.07347  17.29916  19.64663
N  22.32048  22.76880  16.58611
C  21.89472  22.25764  17.72824
C  20.59022  21.92036  17.89202
C  19.62568  22.22059  16.90777
C  20.09336  22.82024  15.73241
C  21.48877  23.02074  15.62396
H  22.61871  22.11219  18.54687
H  20.28155  21.46118  18.79546
H  18.60046  22.27765  17.26715
H  19.43065  23.07997  14.90732
H  21.91097  23.36287  14.65318
N  23.59368  15.38397  16.01177
C  22.87289  14.79322  16.95970
C  21.48097  14.84915  17.01406
C  20.82242  15.43342  15.97360
C  21.53287  16.11112  14.93522
C  22.93789  16.08983  15.10121
H  23.44926  14.16820  17.65856
H  20.98994  14.31687  17.80305
H  19.73824  15.33729  15.90490
H  20.98947  16.50114  14.09848
H  23.50227  16.71200  14.43432
N  15.87820  16.08341  10.56729
C  17.05237  16.26592  9.96762
C  17.62168  17.52435  9.76068
C  16.90383  18.61106  10.31251
C  15.74236  18.43374  11.02179
C  15.29448  17.11119  11.10316
H  17.52432  15.38232  9.50014
H  18.56615  17.71420  9.33330
H  17.24680  19.61950  10.17202
H  15.09476  19.21915  11.38432
H  14.39141  16.92750  11.64702
N  19.92364  10.94170  12.83719
C  21.05791  10.96136  13.54899
C  21.17946  11.34049  14.83667
C  20.03284  11.73975  15.57500
C  18.81820  11.75190  14.87960
C  18.82760  11.28495  13.53227
H  21.91386  10.67402  13.03271
H  22.14486  11.35484  15.35888
H  20.11321  11.99551  16.65692
H  17.88483  12.04044  15.34359
H  17.88872  11.43482  13.01542
N  17.82634  22.70295  21.52379
C  18.08417  22.69464  22.84961
C  18.60357  21.62762  23.59642
C  18.93464  20.48949  22.85786
C  18.86907  20.52809  21.45229
C  18.30494  21.63593  20.80564
H  17.67726  23.57557  23.31719
H  18.64908  21.65448  24.65324
H  19.16629  19.57770  23.36392
H  19.17414  19.65162  20.86420
H  18.12993  21.73949  19.73537
N  10.62857  24.52024  14.92857
C  11.79519  24.76545  15.52594
C  12.43453  23.81351  16.31773
C  11.82896  22.58926  16.49813
C  10.60134  22.36723  15.89192
C  9.97698  23.35238  15.18807
H  12.17728  25.77734  15.49511
H  13.41659  23.99932  16.73975
H  12.19813  21.74739  17.04275
H  10.06866  21.46584  16.21572
H  8.96331  23.25045  14.71889
N  19.28397  23.55158  11.99505
C  19.13748  24.78733  11.48814
C  17.99694  25.24192  10.81593
C  16.98378  24.34553  10.54517
C  17.19405  22.97287  10.97013
C  18.31118  22.66231  11.59817
H  19.91005  25.52685  11.73709
H  17.93331  26.27208  10.36397
H  16.12607  24.60133  10.01892
H  16.39659  22.29900  10.75936
H  18.48714  21.64361  11.92070

Entry 2:
ORCA calculation (ωB97M-V with the def2-TZVPD basis set) on a molecular structure, C77H53N10O2SY in a non-equilibrium geometry.

Values from the calculation:
Orbital gap: 5.70 eV
Energy relative to the best compared isomer or geometry (same formula, charge and spin): 0.000 eV

CARTESIAN COORDINATES (ANGSTROEM)
Y  -0.42853  0.27590  -1.80379
C  -2.09606  7.84767  -3.57517
C  -2.98988  6.92829  -4.10820
C  -2.83709  5.57303  -3.84697
C  -1.78943  5.11714  -3.04984
C  -0.89801  6.04766  -2.52121
C  -1.04805  7.40426  -2.78013
C  -1.62650  3.65346  -2.77803
C  -1.95317  3.20310  -1.49078
C  -2.35433  4.05813  -0.39701
C  -2.60493  3.25223  0.66178
C  -2.41997  1.89193  0.20661
C  -2.77842  0.73327  0.91265
C  -3.28328  0.87619  2.30910
C  -4.36413  1.69862  2.62842
C  -4.79269  1.83435  3.94166
C  -4.15472  1.14249  4.96267
C  -3.09806  0.29569  4.65438
C  -2.67223  0.16220  3.34070
C  -2.77871  -0.56251  0.36216
N  -2.22326  -0.92738  -0.82708
C  -2.54413  -2.23819  -1.03254
C  -2.15670  -3.02179  -2.12490
C  -2.48163  -4.48012  -2.07312
C  -3.43272  -5.02941  -2.92949
C  -3.72128  -6.38715  -2.88589
C  -3.05602  -7.21359  -1.98883
C  -2.10226  -6.67541  -1.13437
C  -1.82005  -5.31671  -1.17600
C  -1.46662  -2.56496  -3.25268
C  -0.99240  -3.41829  -4.32173
C  -0.33726  -2.62102  -5.19424
C  -0.42279  -1.27336  -4.67147
N  -1.10827  -1.27676  -3.49636
C  -0.00126  -0.12660  -5.35890
C  -0.34092  1.18313  -4.98515
C  -0.24766  2.35248  -5.82986
C  -0.78113  3.38292  -5.13442
C  -1.15512  2.86482  -3.83706
N  -0.87947  1.53001  -3.78314
C  0.82070  -0.33690  -6.58702
C  0.36117  -0.01759  -7.86227
C  1.16472  -0.22061  -8.97667
C  2.43809  -0.75432  -8.83409
C  2.89904  -1.09710  -7.56883
C  2.09553  -0.89073  -6.45635
C  -3.34696  -2.71878  0.06749
C  -3.48811  -1.68605  0.93087
N  -1.96776  1.90310  -1.08122
H  -2.21634  8.90498  -3.77700
H  -3.81039  7.26875  -4.72778
H  -3.53373  4.85261  -4.25937
H  -0.07744  5.69876  -1.90174
H  -0.34442  8.11486  -2.36392
H  -2.43903  5.13312  -0.43408
H  -2.89665  3.55576  1.65470
H  -4.88881  2.21689  1.83430
H  -5.63322  2.47999  4.16682
H  -4.48469  1.25453  5.98779
H  -2.60476  -0.26688  5.43885
H  -1.85515  -0.50818  3.10100
H  -3.94856  -4.38179  -3.62922
H  -4.46772  -6.80133  -3.55326
H  -3.27771  -8.27367  -1.95854
H  -1.57057  -7.31244  -0.43720
H  -1.06480  -4.89891  -0.51827
H  -1.14305  -4.48504  -4.38531
H  0.14358  -2.90301  -6.11789
H  0.15212  2.37813  -6.83067
H  -0.89402  4.40594  -5.45845
H  -0.64097  0.37710  -7.98155
H  0.79012  0.03007  -9.96161
H  3.06297  -0.91308  -9.70404
H  3.88422  -1.53259  -7.45021
H  2.44234  -1.17056  -5.46659
H  -3.77174  -3.70725  0.14692
H  -4.04971  -1.67382  1.85143
C  3.44195  4.33732  11.61507
O  2.97726  3.04375  11.26512
C  2.67425  2.82185  9.96248
C  2.27643  1.52724  9.63901
C  1.94822  1.21090  8.33710
C  2.00771  2.17154  7.32590
C  2.40164  3.45979  7.66219
C  2.73369  3.79265  8.96736
C  1.67429  1.86602  5.92831
N  1.61364  2.74376  4.95533
C  1.28010  2.01975  3.83552
C  1.14265  0.69152  4.13230
N  1.40115  0.60114  5.47936
C  0.80557  -0.30066  3.16124
C  0.66688  -1.67080  3.41694
C  0.29279  -2.50927  2.39611
C  0.04699  -1.95715  1.13493
N  0.18004  -0.67276  0.87366
C  0.57442  0.15457  1.85022
C  0.77546  1.55844  1.50050
N  0.66376  1.90191  0.20065
C  0.87665  3.16028  -0.12945
C  1.18316  4.16392  0.79433
C  1.30004  3.82757  2.11698
C  1.11211  2.49204  2.48980
H  3.68035  4.29776  12.67300
H  2.67295  5.09474  11.44646
H  4.33987  4.60188  11.05224
H  2.23141  0.78663  10.42740
H  1.63619  0.19539  8.11945
H  2.44443  4.20561  6.87893
H  3.03564  4.80473  9.19519
H  1.37403  -0.23019  6.04048
H  0.84765  -2.06341  4.41215
H  0.18638  -3.57569  2.54917
H  -0.26359  -2.58623  0.30765
H  0.80718  3.39340  -1.18429
H  1.32665  5.18217  0.45687
H  1.54646  4.55571  2.87930
N  3.63843  1.57059  -4.13137
C  3.15142  2.85163  -4.25487
C  2.07401  2.90102  -3.42876
N  1.89012  1.68232  -2.80463
C  2.85065  0.90677  -3.25432
H  4.41194  1.17796  -4.63652
H  3.59668  3.58472  -4.90593
H  1.40941  3.73480  -3.26481
H  3.00044  -0.12160  -2.96196
C  1.69122  -8.95639  2.82841
C  1.72130  -7.70315  1.98643
O  0.80614  -6.92942  1.91698
S  3.28262  -7.48470  1.12854
C  2.98915  -5.94001  0.31310
C  2.43774  -5.92250  -0.96182
C  2.11605  -4.71438  -1.56041
C  2.33044  -3.50784  -0.88878
C  2.92951  -3.53980  0.37751
C  3.25709  -4.74620  0.97477
C  1.85402  -2.26443  -1.42410
C  1.31399  -1.19697  -1.68463
H  0.75112  -9.47809  2.65815
H  1.73137  -8.66436  3.87886
H  2.53126  -9.61402  2.61083
H  2.24236  -6.85745  -1.47235
H  1.66113  -4.69395  -2.54310
H  3.11342  -2.60344  0.88930
H  3.70132  -4.76862  1.96175